1.
Computed, not measured: a structure of composition C44H42N2OP2S4TcTe, with ωB97M-V/def2-TZVPD.

XYZ file:
```
97
Properties=species:S:1:pos:R:3:forces:R:3:lowdin_charge:R:1
Te -2.492 -1.165 -0.720 -0.12 -0.20 -0.06 1.063
Tc 0.087 -0.417 0.074 -0.53 0.44 -0.01 0.441
S -2.629 1.218 -3.325 0.03 0.02 0.01 0.029
S -0.053 -0.308 -2.323 0.29 -0.11 -0.23 -0.029
S -3.565 0.878 -1.541 -0.07 -0.02 -0.05 -0.009
S -0.680 1.606 -2.804 -0.08 0.01 0.07 -0.008
P -0.104 -2.173 1.789 0.10 -0.26 0.26 0.970
P 2.430 0.361 0.043 0.51 0.01 0.05 1.011
O 2.724 -1.594 2.017 -0.08 0.08 0.02 -0.089
N -0.436 1.953 0.709 0.14 -0.17 0.02 -0.021
N -3.290 4.239 1.689 0.02 0.01 -0.01 0.206
C 0.869 -4.018 0.034 -0.01 -0.06 0.04 -0.090
C 3.781 3.605 2.222 0.00 -0.01 -0.03 -0.052
C 3.251 -2.703 4.110 -0.02 -0.04 0.08 -0.001
C -3.585 -1.266 4.668 0.04 0.01 -0.01 -0.068
C -4.868 -2.572 0.478 -0.10 0.03 0.05 -0.147
C 2.793 -3.506 5.142 0.02 0.01 0.00 -0.042
C 6.219 -1.295 -0.130 -0.03 -0.02 0.02 -0.058
C -3.509 -2.540 4.129 0.03 0.00 -0.01 -0.049
C -0.300 -3.601 0.680 -0.03 -0.03 0.00 -0.386
C 3.178 3.390 3.454 0.00 0.00 0.00 -0.064
C 1.049 -2.784 3.087 -0.05 0.06 -0.04 -0.238
C -6.457 -1.751 2.087 0.03 0.01 -0.03 -0.062
C 2.382 -2.391 3.077 0.10 0.03 -0.17 -0.269
C -1.838 3.833 1.508 -0.11 0.07 -0.01 -0.109
C 3.159 0.349 -2.644 0.03 0.04 0.00 -0.147
C -1.683 -0.614 3.356 0.03 -0.05 0.03 -0.132
C 2.419 2.474 -1.804 -0.05 0.03 -0.04 -0.154
C -1.557 -5.195 -0.624 0.02 0.01 -0.01 -0.060
C 2.944 2.225 -4.135 0.01 -0.04 -0.01 -0.059
C 0.616 -3.593 4.137 -0.02 -0.02 0.03 -0.053
C 4.933 -2.519 1.508 0.08 0.01 -0.06 0.000
C -1.587 -1.899 2.814 0.00 0.05 0.06 -0.380
C 2.098 1.435 2.571 0.02 0.03 0.00 -0.143
C -2.508 -2.861 3.221 -0.03 0.01 0.03 -0.093
C 3.893 -1.629 1.309 -0.12 -0.03 0.17 -0.266
C 6.098 -2.343 0.771 0.00 0.00 0.01 -0.045
C -1.514 -4.194 0.338 0.05 0.01 -0.02 -0.153
C 1.485 -3.972 5.146 0.00 0.01 -0.03 -0.055
C 2.751 1.143 -1.569 -0.03 0.08 0.09 -0.430
C 2.519 3.015 -3.080 0.00 -0.01 0.06 -0.087
C -4.576 -0.391 1.456 -0.05 -0.04 0.03 -0.171
C 3.262 0.890 -3.914 0.00 0.04 0.01 -0.053
C 0.820 -5.017 -0.924 0.00 0.02 0.02 -0.051
C 2.684 1.653 1.319 -0.01 -0.09 0.15 -0.354
C 3.940 -0.643 0.328 -0.02 0.09 -0.24 -0.249
C -5.737 -0.568 2.195 0.01 -0.03 -0.05 -0.082
C -1.784 2.388 1.029 -0.01 0.04 -0.06 -0.290
C -6.021 -2.753 1.230 0.02 0.03 0.01 -0.056
C -0.394 -5.605 -1.256 0.00 -0.01 0.00 -0.053
C -4.139 -1.392 0.598 0.01 0.05 -0.02 -0.570
C 2.341 2.297 3.633 0.00 0.00 -0.05 -0.068
C 3.546 2.738 1.162 0.00 -0.02 0.07 -0.073
C -2.660 -0.302 4.288 0.00 -0.03 0.00 -0.083
C 5.137 -0.457 -0.359 -0.03 -0.09 -0.09 -0.068
H 5.222 0.329 -1.096 0.01 0.02 0.00 0.109
H 3.388 -0.698 -2.492 -0.01 0.00 0.00 0.115
H 1.822 -3.564 0.289 -0.01 0.00 -0.01 0.101
H 2.268 4.055 -3.246 0.00 -0.01 0.00 0.114
H -1.342 3.983 2.466 -0.02 0.00 0.03 0.138
H -4.355 -1.029 5.391 0.01 0.00 0.00 0.117
H -0.431 -6.385 -2.006 0.00 0.01 0.01 0.116
H 3.463 -3.765 5.952 -0.01 0.00 -0.01 0.119
H -2.693 0.685 4.735 0.00 0.01 -0.01 0.105
H -0.091 2.407 -0.134 -0.08 -0.01 -0.05 0.044
H 4.261 -2.317 4.116 -0.02 -0.01 -0.02 0.126
H -4.554 -3.344 -0.216 -0.01 0.01 -0.01 0.095
H -2.393 2.279 0.127 0.03 -0.03 0.06 0.024
H 1.475 0.558 2.722 -0.01 0.00 0.01 0.075
H 1.899 2.102 4.602 0.00 -0.01 -0.01 0.110
H -2.433 -3.888 0.818 -0.03 0.02 0.01 0.059
H -6.590 -3.668 1.131 0.01 0.00 0.01 0.116
H -0.411 -3.931 4.175 -0.01 0.01 0.00 0.102
H -0.945 0.134 3.075 0.00 0.01 0.00 0.073
H -3.383 5.172 2.098 0.03 -0.04 -0.03 0.179
H 4.854 -3.328 2.219 0.00 0.02 0.00 0.116
H 4.051 2.903 0.220 0.02 0.00 -0.02 0.109
H -3.781 4.242 0.790 0.03 -0.02 0.02 0.178
H 3.585 0.267 -4.738 -0.01 0.00 0.01 0.118
H 7.143 -1.143 -0.670 -0.01 0.00 0.00 0.114
H -7.363 -1.889 2.663 0.00 0.00 -0.01 0.115
H -2.442 -3.877 2.858 0.01 -0.03 -0.02 0.108
H -1.413 4.519 0.778 0.00 0.01 -0.01 0.141
H 2.080 3.107 -0.991 0.02 0.02 0.01 0.092
H 1.730 -5.337 -1.414 0.00 0.01 0.00 0.116
H -2.210 1.724 1.789 0.08 0.02 0.03 0.092
H 0.226 2.142 1.458 -0.01 0.06 0.00 0.051
H -4.219 -3.299 4.431 0.01 0.01 -0.01 0.121
H -6.085 0.213 2.861 0.01 -0.01 0.00 0.109
H 1.138 -4.615 5.943 0.00 0.01 0.00 0.115
H 4.454 4.442 2.089 -0.01 -0.01 -0.01 0.116
H -3.781 3.580 2.299 0.02 0.03 0.00 0.172
H 3.380 4.061 4.280 0.00 -0.01 -0.01 0.113
H -4.008 0.528 1.553 -0.03 -0.04 0.00 0.065
H 6.924 -3.024 0.923 -0.01 0.00 -0.01 0.118
H -2.502 -5.656 -0.879 0.00 0.00 0.01 0.115
H 3.022 2.644 -5.130 0.01 -0.01 0.01 0.116
```
Forces are in eV/Å.

Its charge is +2. Its energy above the lowest of the compared OMol25 structures with the same formula, charge and spin is 0.247 eV. The value obtained for the LUMO energy (alpha / beta) is -5.49 / -5.50 eV. The expectation value of S² is 3.777. The calculation puts the HOMO-LUMO gap (alpha / beta) at 6.69 / 6.77 eV. The spin multiplicity is 4.

2.
Computed, not measured: a structure of composition C44H42NP2SSr, with ωB97M-V/def2-TZVPD.

XYZ file:
```
91
Properties=species:S:1:pos:R:3:forces:R:3:lowdin_charge:R:1
Sr -0.199 1.254 -0.450 -0.29 -0.43 -0.23 1.238
S 4.024 3.666 0.192 0.03 0.01 0.02 1.156
P -0.751 -1.841 -0.099 -0.02 -0.11 0.00 0.961
P -3.363 0.917 -0.072 0.19 -0.02 0.07 0.992
N 2.208 1.866 -0.050 0.12 0.15 0.00 -0.074
C 2.370 3.166 0.050 -0.15 0.12 0.04 -0.525
C 0.497 -4.268 -0.857 0.01 0.01 0.01 -0.081
C -0.307 -2.359 1.588 0.01 -0.01 0.01 -0.386
C -0.724 6.065 0.087 0.03 0.03 0.00 -0.084
C -0.567 -3.694 3.581 0.01 0.00 0.02 -0.061
C 1.271 -3.273 -3.334 0.00 -0.02 0.00 -0.077
C 4.840 -0.755 -0.015 0.02 0.00 0.00 -0.158
C 4.535 2.015 0.123 0.03 -0.03 0.00 -0.459
C -6.146 2.846 2.249 0.00 0.00 0.00 -0.067
C 0.601 6.465 0.206 0.01 0.00 0.00 -0.079
C -0.065 3.701 -0.063 0.01 0.51 0.10 -0.257
C 1.176 -5.080 -1.751 0.02 0.01 0.00 -0.069
C -3.817 1.659 -1.676 0.06 -0.02 -0.03 -0.383
C -4.515 3.504 -3.063 0.00 0.01 0.02 -0.062
C -1.031 4.717 -0.045 -0.03 -0.03 -0.01 -0.166
C -3.529 -1.850 0.580 0.00 -0.06 0.08 -0.300
C 0.781 -1.722 2.185 0.04 0.03 0.01 -0.115
C 1.598 5.509 0.188 -0.06 0.04 -0.01 -0.076
C 1.204 -2.075 3.457 -0.01 -0.01 0.00 -0.065
C 3.577 -0.197 -0.089 0.03 0.04 0.00 0.030
C 3.767 -3.040 -0.186 -0.03 -0.04 -0.01 -0.063
C 0.193 -2.950 -1.193 0.01 -0.02 0.00 -0.389
C 0.528 -3.063 4.157 0.01 0.00 0.01 -0.064
C -4.219 2.776 -4.203 0.01 -0.01 -0.02 -0.071
C 5.817 1.475 0.186 -0.03 0.01 0.00 -0.057
C -3.713 1.487 -4.088 0.00 0.02 -0.01 -0.077
C 1.265 4.157 0.055 0.20 -0.14 0.03 -0.308
C -3.963 3.595 2.929 -0.02 -0.01 0.00 -0.064
C -4.314 2.953 -1.804 0.01 0.00 0.00 -0.082
C 1.562 -4.584 -2.990 0.01 0.01 -0.01 -0.069
C -5.342 3.639 3.060 0.00 0.01 0.01 -0.066
C 5.948 0.106 0.119 -0.02 -0.05 0.00 -0.023
C 5.787 -2.708 1.217 0.00 -0.01 0.00 -0.038
C 3.423 1.190 -0.011 -0.04 -0.05 -0.01 -0.306
C 0.592 -2.462 -2.436 0.01 0.03 -0.02 -0.123
C -0.982 -3.346 2.305 -0.01 0.01 -0.03 -0.092
C 5.075 -2.263 -0.068 0.01 0.01 0.01 -0.552
C -5.570 2.010 1.308 0.02 0.01 -0.04 -0.094
C -2.459 -2.483 -0.322 0.02 -0.05 -0.04 -0.351
C 5.949 -2.597 -1.284 0.00 -0.01 0.00 -0.037
C -3.506 0.938 -2.833 0.00 -0.04 -0.01 -0.125
C -4.182 1.954 1.171 -0.05 -0.02 0.02 -0.398
C -4.282 -0.687 -0.063 -0.11 0.11 -0.04 -0.332
C -3.386 2.751 1.989 0.03 0.03 -0.01 -0.109
H 6.918 -2.102 -1.237 0.01 0.01 0.00 0.080
H -1.100 -4.460 4.129 -0.01 -0.01 0.00 0.112
H 1.324 -0.947 1.651 -0.01 -0.01 -0.01 0.076
H -2.703 -2.326 -1.377 -0.01 -0.01 0.01 0.082
H -4.259 -2.623 0.830 -0.01 0.00 -0.01 0.115
H -4.379 3.210 -5.181 -0.01 0.00 -0.01 0.110
H 6.688 2.108 0.286 0.00 0.01 0.00 0.116
H 2.629 5.831 0.280 0.02 -0.01 0.00 0.079
H 3.110 -2.865 0.670 -0.01 0.00 0.02 0.078
H -4.906 4.509 -3.148 0.00 0.01 0.00 0.112
H 3.225 -2.786 -1.099 -0.02 -0.01 -0.02 0.072
H 1.575 -2.881 -4.296 0.00 0.00 -0.01 0.110
H -1.511 6.809 0.097 -0.02 0.00 0.00 0.103
H 2.055 -1.575 3.901 0.00 0.00 0.00 0.112
H -1.840 -3.847 1.876 0.01 -0.01 0.00 0.102
H -2.083 4.456 -0.141 -0.01 -0.01 0.01 0.066
H -2.307 2.733 1.883 0.00 0.00 0.00 0.080
H 1.410 -6.100 -1.479 0.00 -0.01 0.00 0.113
H 0.369 -1.436 -2.716 -0.01 -0.01 0.01 0.087
H -5.795 4.292 3.794 0.00 0.01 0.00 0.110
H 5.182 -2.480 2.097 -0.01 0.01 0.00 0.089
H 6.941 -0.318 0.171 0.01 0.00 0.00 0.113
H -3.117 -0.074 -2.757 0.00 0.02 0.00 0.092
H -4.546 3.535 -0.922 -0.02 0.01 0.04 0.103
H 5.459 -2.292 -2.211 -0.01 0.01 0.00 0.092
H -6.208 1.412 0.668 -0.01 0.01 -0.01 0.108
H -4.541 -0.932 -1.095 -0.01 0.00 0.02 0.083
H -5.224 -0.520 0.462 0.01 -0.02 -0.01 0.077
H 5.959 -3.786 1.193 0.00 -0.01 -0.01 0.089
H 2.095 -5.220 -3.684 0.00 0.00 -0.01 0.111
H -3.335 4.214 3.554 0.01 0.01 0.00 0.112
H -3.483 0.911 -4.975 0.00 0.00 -0.01 0.109
H 0.854 7.511 0.310 0.00 0.01 0.00 0.106
H 0.217 -4.659 0.113 -0.02 0.00 0.03 0.107
H 3.982 -4.109 -0.220 0.00 -0.01 0.00 0.094
H -3.097 -1.538 1.536 -0.01 0.00 -0.02 0.098
H 2.701 -0.825 -0.212 -0.01 0.01 0.00 0.086
H 6.754 -2.221 1.337 0.02 0.01 0.00 0.080
H -2.429 -3.567 -0.191 0.02 0.01 0.01 0.083
H -7.222 2.886 2.348 -0.01 0.00 0.00 0.110
H 6.128 -3.673 -1.331 0.00 -0.01 0.00 0.089
H 0.848 -3.339 5.152 0.00 0.00 0.01 0.111
```
Forces are in eV/Å.

Its charge is +1. Its energy above the lowest of the compared OMol25 structures with the same formula, charge and spin is 0.000 eV. The value obtained for the LUMO energy is -2.46 eV. The calculation puts the HOMO-LUMO gap at 7.89 eV.

no.,DFT total energy (eV)
1,-122735.5629
2,-78045.4467